C39H28O3P2S4Ta | wB97M-V/def2-TZVPD

Properties
Highest occupied orbital energy (eV): -10.39
E_LUMO (eV): -4.082
Max |F| (eV Å⁻¹): 0.6
DFT total energy (eV): -110507.9553
Total charge: +1
ΔE to the lowest compared entry with this formula, charge and spin (kJ/mol): 46.9
Molar mass (g/mol): 915.81
HOMO-LUMO gap (eV): 6.307

Positions of all 77 atoms, in Å:
1 Ta -0.593 1.020 0.885
2 S 0.290 -0.812 5.424
3 S 0.698 -3.085 3.546
4 S 0.314 -1.363 1.128
5 S -0.053 1.150 3.178
6 P 1.740 0.789 -0.370
7 P -2.501 -0.586 -0.087
8 O 0.729 -3.304 6.173
9 O -2.382 1.764 1.059
10 O -4.229 2.845 0.418
11 C 3.736 4.187 -1.450
12 C -3.485 -2.814 -1.414
13 C -3.021 -3.384 2.831
14 C 3.276 0.217 1.846
15 C 1.526 4.780 -0.644
16 C 1.638 -2.037 -3.320
17 C -2.801 -3.451 -3.625
18 C -1.875 -2.420 -3.645
19 C -3.687 -2.684 3.830
20 C 2.786 5.135 -1.175
21 C 1.229 3.421 -0.389
22 C -3.694 -0.718 2.447
23 C 5.296 -1.077 0.457
24 C 1.102 0.075 -4.336
25 C 1.248 0.705 -3.109
26 C -3.605 -3.649 -2.510
27 C 0.596 -2.561 5.252
28 C 5.384 -0.933 1.831
29 C -2.676 -2.751 1.651
30 C 0.349 -1.523 2.855
31 C -3.550 1.870 0.355
32 C 1.311 -1.292 -4.445
33 C 3.170 0.052 0.465
34 C -0.936 4.043 0.434
35 C 3.451 2.834 -1.209
36 C 1.584 -0.038 -1.978
37 C 0.551 5.765 -0.354
38 C 4.376 -0.275 2.525
39 C -3.819 0.619 -0.449
40 C 2.226 2.473 -0.704
41 C -4.024 -1.355 3.635
42 C -1.743 -1.583 -2.547
43 C -0.040 3.007 0.177
44 C -0.649 5.400 0.168
45 C 1.758 -1.418 -2.087
46 C -2.544 -1.779 -1.426
47 C -3.008 -1.408 1.447
48 C 4.195 -0.583 -0.230
49 C 0.186 -0.495 3.709
50 H 4.444 -0.149 3.597
51 H 4.151 -0.694 -1.304
52 H 0.781 6.804 -0.552
53 H 6.238 -1.327 2.364
54 H -3.971 0.318 2.332
55 H 4.199 2.080 -1.419
56 H -2.149 -3.305 0.885
57 H -1.896 3.849 0.877
58 H 1.799 -3.103 -3.398
59 H 2.494 0.726 2.395
60 H -1.019 -0.774 -2.573
61 H 2.993 6.182 -1.356
62 H 2.004 -2.011 -1.215
63 H 1.219 -1.777 -5.408
64 H -2.901 -4.104 -4.481
65 H 1.117 1.778 -3.038
66 H 0.845 0.658 -5.210
67 H -3.785 0.875 -1.511
68 H -2.762 -4.423 2.974
69 H -1.254 -2.264 -4.515
70 H -4.820 0.242 -0.232
71 H 6.086 -1.576 -0.089
72 H -4.549 -0.806 4.404
73 H -1.399 6.145 0.392
74 H -3.946 -3.178 4.755
75 H -4.119 -2.967 -0.550
76 H 4.699 4.475 -1.846
77 H -4.331 -4.451 -2.498